Molecular formula: C19H15BrN2Pt
Method: DFT, the ωB97M-V functional and the def2-TZVPD basis

Positions of all 38 atoms, in Å:
1 Pt 1.00664 1.51714 -0.18710
2 Br -5.14226 -3.18856 -0.89530
3 C -3.47776 -2.29526 -0.93680
4 C -2.41346 -2.84276 -1.64850
5 C -1.17756 -2.18166 -1.68060
6 C -0.99386 -0.97056 -1.00370
7 C -2.08316 -0.44306 -0.29540
8 C -3.31926 -1.09396 -0.25700
9 N 0.18474 -0.21186 -0.95560
10 C 1.29804 -0.54226 -1.55230
11 C 2.65174 0.17604 -1.59080
12 C 3.63994 -0.46926 -2.33580
13 C 4.90694 0.10634 -2.43120
14 C 5.16284 1.30884 -1.78480
15 C 4.13864 1.89484 -1.06350
16 N 2.90334 1.36454 -0.95160
17 H -2.53106 -3.78196 -2.18220
18 H -0.37746 -2.64356 -2.24640
19 H -1.95726 0.49814 0.23660
20 H -4.13886 -0.65296 0.30300
21 H 1.32654 -1.47706 -2.13560
22 H 3.44534 -1.40866 -2.84260
23 H 5.68874 -0.38196 -3.00690
24 H 6.13834 1.77974 -1.84130
25 H 4.28684 2.83514 -0.53970
26 C 1.00664 1.51714 1.93200
27 C -0.36996 1.16594 2.43120
28 C -0.55316 0.04004 3.23400
29 C -1.83056 -0.28656 3.69770
30 C -2.92076 0.51534 3.35600
31 C -2.73766 1.64204 2.55270
32 C -1.45966 1.96724 2.08980
33 H 0.29554 -0.58416 3.50000
34 H -1.97396 -1.16416 4.32360
35 H -3.91556 0.26154 3.71670
36 H -3.58746 2.26624 2.28680
37 H -1.31696 2.84434 1.46440
38 H 0.19694 2.91964 -0.75990

Charge: 0
HOMO (alpha / beta): -6.068 / -8.275 eV
Frontier orbital gap (alpha / beta): 5.089 / 6.711 eV
⟨S²⟩: 6.074
DFT total energy: -96207.1768 eV
Multiplicity: 5
Max |F|: 0.11433 hartree/bohr

***

Molecular formula: C66H135N3O38P8
Method: DFT, the ωB97M-V functional and the def2-TZVPD basis

Positions of all 250 atoms, in Å:
1 C -18.41231 -8.03958 23.41874
2 C -18.31551 -6.66601 23.59303
3 C -17.46655 -5.88498 22.80604
4 C -16.64794 -6.51803 21.88355
5 C -16.73324 -7.94529 21.72316
6 C -17.60630 -8.71373 22.48250
7 N -15.59619 -5.78361 21.21322
8 O -14.82891 -6.37201 20.42183
9 O -15.53102 -4.54195 21.44646
10 H -19.10918 -8.71018 23.89945
11 H -18.92922 -6.19776 24.34835
12 H -17.35495 -4.81335 22.88055
13 H -16.10311 -8.45402 21.00866
14 H -17.66960 -9.77676 22.30265
15 C -18.85399 -13.10122 22.38774
16 C -19.46708 -14.28434 22.04513
17 C -18.77532 -15.49107 22.29438
18 C -17.45307 -15.49415 22.85991
19 C -16.84482 -14.27197 23.13120
20 C -17.52066 -13.08358 22.86211
21 N -16.67050 -16.77815 23.04642
22 O -15.73169 -16.76983 23.77800
23 O -16.88719 -17.72542 22.25597
24 H -19.32201 -12.15741 22.14989
25 H -20.47351 -14.28805 21.65334
26 H -19.29522 -16.37312 21.95075
27 H -15.83020 -14.24641 23.50037
28 H -17.10434 -12.10970 23.07337
29 C -15.40739 -10.33020 24.70418
30 C -14.81057 -9.16371 25.13190
31 C -14.40265 -9.06041 26.44200
32 C -14.66816 -10.11684 27.39158
33 C -15.19818 -11.33421 26.92904
34 C -15.54027 -11.44506 25.59745
35 N -14.24247 -9.89888 28.79525
36 O -13.37559 -9.05512 29.03192
37 O -14.87303 -10.51279 29.66334
38 H -15.74556 -10.47543 23.68883
39 H -14.56718 -8.35564 24.45798
40 H -13.99771 -8.13753 26.83023
41 H -15.21766 -12.18951 27.58820
42 H -15.96774 -12.36898 25.23684
43 C -21.39824 -8.18671 26.87966
44 C -22.26327 -8.94041 25.83509
45 O -22.52767 -10.18874 26.53897
46 P -22.73164 -11.59429 25.72734
47 O -23.96692 -11.61303 24.88250
48 O -21.35698 -11.86552 24.94492
49 C -20.22825 -12.50856 25.55227
50 C -19.16992 -11.50819 26.13717
51 O -22.75667 -12.71646 26.93116
52 C -23.26586 -14.05784 26.73083
53 C -24.48712 -14.27792 27.67342
54 H -21.01378 -7.34139 26.30895
55 H -21.98367 -7.93145 27.76296
56 H -20.58386 -8.82679 27.21905
57 H -23.08901 -8.32905 25.47109
58 H -21.61696 -9.14483 24.98152
59 H -20.56998 -13.15749 26.35863
60 H -19.78060 -13.15802 24.80000
61 H -18.45936 -12.06867 26.74470
62 H -18.63977 -10.86185 25.43767
63 H -19.72746 -10.80657 26.75761
64 H -23.52550 -14.20201 25.68207
65 H -22.52668 -14.81415 26.99487
66 H -25.25605 -13.66466 27.20357
67 H -24.89073 -15.28261 27.79906
68 H -24.23704 -13.80499 28.62310
69 C -18.82530 -12.01694 33.64705
70 C -18.18229 -12.80775 34.81736
71 O -17.85934 -14.11462 34.34776
72 P -16.36347 -14.56391 34.00744
73 O -15.35990 -14.11764 35.02284
74 O -16.42518 -16.18499 33.86797
75 C -17.54490 -16.81717 33.26854
76 C -17.05367 -17.32648 31.85106
77 O -16.19773 -13.92569 32.56566
78 C -14.95692 -13.85640 31.90305
79 C -14.92772 -14.81799 30.70081
80 H -19.33895 -11.12258 33.99973
81 H -18.05635 -11.73897 32.92626
82 H -19.53626 -12.66183 33.13059
83 H -17.38528 -12.33875 35.39437
84 H -18.99226 -12.84951 35.54556
85 H -17.82342 -17.67692 33.87793
86 H -18.42916 -16.18424 33.19379
87 H -17.79573 -17.96709 31.37456
88 H -16.77101 -16.45840 31.25554
89 H -16.21066 -18.00735 31.96880
90 H -15.00171 -12.85099 31.48443
91 H -14.07394 -14.02212 32.52029
92 H -14.75748 -15.86779 30.93966
93 H -15.83639 -14.85155 30.09972
94 H -14.03726 -14.60461 30.10951
95 C -22.95244 -11.29574 30.98502
96 C -22.17682 -11.02342 29.69714
97 O -20.81529 -11.39791 29.82131
98 P -19.69832 -10.34965 30.35900
99 O -20.20147 -9.49343 31.49375
100 O -18.37501 -11.28019 30.67870
101 C -17.72746 -12.07153 29.74167
102 C -18.41547 -13.40768 29.66402
103 O -19.32952 -9.43037 29.10242
104 C -18.31119 -8.42977 29.16656
105 C -17.84972 -7.85748 27.81120
106 H -22.34750 -11.00810 31.84491
107 H -23.89477 -10.75173 31.04951
108 H -23.04227 -12.38138 31.02278
109 H -22.68569 -11.66415 28.97698
110 H -22.35143 -10.06939 29.19972
111 H -17.70457 -11.60489 28.75687
112 H -16.65476 -12.04265 29.93288
113 H -19.43909 -13.46062 29.29322
114 H -17.89464 -14.06019 28.96325
115 H -18.34861 -13.91049 30.62880
116 H -18.54516 -7.65606 29.89780
117 H -17.42080 -8.85558 29.62913
118 H -17.05525 -7.13678 28.00486
119 H -17.59209 -8.62445 27.08081
120 H -18.66316 -7.33332 27.30953
121 C -8.84051 -13.92546 21.80016
122 C -10.11275 -14.48334 21.32251
123 O -11.10177 -13.62373 21.83790
124 P -12.40896 -14.28002 22.45136
125 O -13.02559 -15.29981 21.57099
126 O -13.29949 -13.01924 22.85892
127 C -13.68499 -12.14247 21.81501
128 C -13.00968 -10.82303 21.83540
129 O -11.86627 -14.86078 23.85926
130 C -12.63112 -14.93717 25.03811
131 C -12.95480 -16.45189 25.31252
132 H -8.68773 -13.96164 22.87879
133 H -8.07943 -14.53528 21.31334
134 H -8.66237 -12.94114 21.36716
135 H -10.12584 -14.63782 20.24359
136 H -10.11694 -15.52918 21.62961
137 H -13.69365 -12.54152 20.80072
138 H -14.75385 -12.08314 22.02026
139 H -11.93486 -10.75302 21.66818
140 H -13.57486 -10.12708 21.21545
141 H -13.18983 -10.48117 22.85460
142 H -12.05195 -14.46417 25.83117
143 H -13.51941 -14.32109 24.89842
144 H -13.64772 -16.55061 26.14811
145 H -13.36473 -17.04473 24.49483
146 H -12.08087 -17.02777 25.61702
147 C -14.87089 -6.19951 29.86199
148 C -16.15284 -5.70437 30.59622
149 O -16.65574 -6.78059 31.33405
150 P -16.81833 -6.77682 32.95904
151 O -16.64397 -5.45602 33.61156
152 O -18.22347 -7.56884 33.32320
153 C -18.74500 -7.59982 34.62370
154 C -19.49683 -6.29268 34.88259
155 O -15.80634 -7.93491 33.45498
156 C -15.33394 -8.87075 32.50997
157 C -14.49363 -9.86106 33.28559
158 H -14.38224 -5.41122 29.28935
159 H -14.14264 -6.74182 30.46502
160 H -15.19557 -6.97259 29.16555
161 H -15.98023 -4.83263 31.22738
162 H -16.94698 -5.42501 29.90384
163 H -19.46810 -8.40444 34.75716
164 H -17.92042 -7.75769 35.31885
165 H -20.08358 -6.38184 35.79685
166 H -18.78962 -5.47598 35.02735
167 H -20.08176 -5.95555 34.02685
168 H -16.17734 -9.37337 32.03650
169 H -14.73853 -8.41970 31.71614
170 H -15.04503 -10.57190 33.90104
171 H -13.93687 -10.40093 32.51965
172 H -13.72232 -9.41772 33.91537
173 C -10.96192 -10.91147 30.64415
174 C -11.63999 -12.24130 30.86813
175 O -10.87356 -13.12065 30.03863
176 P -11.36329 -13.44355 28.51366
177 O -12.82635 -13.44546 28.25882
178 O -10.54199 -12.27568 27.69512
179 C -10.91808 -11.99284 26.36264
180 C -9.93176 -12.55952 25.37424
181 O -10.50322 -14.82102 28.18394
182 C -10.97316 -16.08704 28.62789
183 C -10.66801 -16.40065 30.05792
184 H -11.17022 -10.21734 31.45834
185 H -9.88965 -10.97416 30.45861
186 H -11.26045 -10.44007 29.70780
187 H -11.46981 -12.56028 31.89643
188 H -12.70455 -12.31483 30.64583
189 H -11.94355 -12.19646 26.05434
190 H -10.76874 -10.91657 26.27626
191 H -10.22746 -12.31879 24.35311
192 H -8.90808 -12.19929 25.47631
193 H -9.93883 -13.64853 25.42005
194 H -12.02643 -16.17074 28.36006
195 H -10.46527 -16.73996 27.91806
196 H -9.59700 -16.50001 30.23447
197 H -11.19182 -15.77827 30.78344
198 H -11.06940 -17.40762 30.17194
199 C -19.61045 -0.26544 25.56483
200 C -18.21962 -0.71149 25.36544
201 O -17.75023 -1.08731 26.64730
202 P -16.28824 -1.81059 26.81626
203 O -16.00842 -2.22389 28.20001
204 O -16.26702 -2.98512 25.67376
205 C -16.84699 -4.24313 25.99450
206 C -15.79598 -5.36318 25.80479
207 O -15.30559 -0.66162 26.26140
208 C -15.04460 0.46806 27.09702
209 C -16.09483 1.61976 26.79882
210 H -20.30704 -0.99786 25.97280
211 H -19.75224 0.53163 26.29466
212 H -20.13696 0.16915 24.71511
213 H -18.12700 -1.54202 24.66563
214 H -17.62323 0.09763 24.94380
215 H -17.30456 -4.31888 26.98090
216 H -17.74346 -4.49514 25.42799
217 H -15.01283 -5.20665 26.54660
218 H -16.19699 -6.37664 25.81912
219 H -15.32380 -5.29659 24.82463
220 H -14.78494 0.25557 28.13410
221 H -14.06975 0.66597 26.65138
222 H -15.80105 2.52577 27.32886
223 H -16.29018 1.82903 25.74708
224 H -17.05355 1.38741 27.26247
225 C -7.48675 -10.41728 23.44754
226 C -8.86164 -9.81394 23.28420
227 O -8.65700 -8.43404 23.08370
228 P -10.00723 -7.45418 23.22941
229 O -9.77633 -6.02233 22.95072
230 O -10.62713 -7.80551 24.67032
231 C -9.95804 -7.23885 25.75116
232 C -10.69272 -7.81085 26.96774
233 O -11.04723 -8.09141 22.19880
234 C -12.11743 -7.39340 21.53914
235 C -11.99106 -7.84867 20.02395
236 H -7.00027 -9.92074 24.28711
237 H -7.59984 -11.47306 23.69376
238 H -6.90555 -10.35092 22.52781
239 H -9.37608 -10.25127 22.42853
240 H -9.41136 -10.11743 24.17517
241 H -8.93619 -7.60385 25.85455
242 H -9.93272 -6.14915 25.74960
243 H -10.35654 -7.42733 27.93106
244 H -11.72782 -7.47117 27.00313
245 H -10.60235 -8.89704 26.98030
246 H -13.07286 -7.71405 21.95438
247 H -11.98796 -6.32869 21.73343
248 H -11.73987 -8.90902 20.04983
249 H -12.82527 -7.55101 19.38866
250 H -11.18223 -7.22193 19.64832

Charge: 0
HOMO: -9.965 eV
Frontier orbital gap: 8.309 eV
Energy above the lowest of the compared OMol25 structures with the same formula, charge and spin: 63.67 kcal/mol
DFT total energy: -227227.8809 eV
Max |F|: 0.06940 hartree/bohr

***

Question: What is the formula in the first record?
Answer: C19H15BrN2Pt

***

Question: Which of these has the lowest DFT total energy?
Answer: C66H135N3O38P8

***

Question: DFT total energy of number 1 (C19H15BrN2Pt)?
Answer: -96207.1768 eV

***

Question: What is the charge in the second record?
Answer: 0